{"formula": "C51H48N2O17PS", "method": "ωB97M-V/def2-TZVPD", "species": ["C", "C", "C", "C", "C", "S", "P", "N", "O", "O", "C", "C", "C", "C", "N", "O", "H", "H", "H", "H", "H", "H", "H", "H", "H", "H", "H", "H", "H", "H", "H", "H", "H", "H", "H", "H", "C", "C", "C", "O", "C", "C", "C", "O", "H", "H", "H", "H", "C", "C", "C", "O", "C", "C", "C", "O", "H", "H", "H", "H", "C", "C", "C", "O", "C", "C", "C", "O", "H", "H", "H", "H", "C", "C", "C", "O", "C", "C", "C", "O", "H", "H", "H", "H", "C", "C", "C", "O", "C", "C", "C", "O", "H", "H", "H", "H", "C", "C", "C", "O", "C", "C", "C", "O", "H", "H", "H", "H", "C", "C", "C", "O", "C", "C", "C", "O", "H", "H", "H", "H"], "coordinates": [[-1.854, 2.402, -2.229], [-1.422, 0.951, -1.992], [-2.634, 0.037, -2.163], [-0.915, 0.905, -0.550], [0.029, -0.298, -0.220], [1.620, 0.323, 0.414], [-0.704, -1.227, 1.187], [0.254, -2.134, 1.985], [-1.979, -2.012, 0.600], [-1.406, -0.157, 2.162], [0.233, -1.287, -1.389], [0.315, -0.704, -2.824], [1.790, -0.538, -3.227], [-0.294, -1.721, -3.796], [-0.325, 0.648, -2.950], [-0.637, 0.911, -4.166], [-2.222, 2.556, -3.239], [-0.996, 3.027, -1.999], [-2.650, 2.636, -1.525], [-3.319, 0.266, -1.342], [-3.178, 0.218, -3.087], [-2.395, -1.019, -2.073], [-1.802, 0.922, 0.074], [-0.352, 1.815, -0.364], [2.063, 0.917, -0.701], [1.187, -2.122, 1.592], [-2.225, -1.761, -0.301], [-2.350, -0.126, 1.990], [-0.499, -2.093, -1.381], [1.183, -1.772, -1.200], [2.329, -1.472, -3.096], [2.270, 0.282, -2.698], [1.827, -0.274, -4.283], [-1.375, -1.642, -3.877], [-0.059, -2.718, -3.422], [0.135, -1.633, -4.790], [4.527, -6.263, -1.361], [3.448, -5.587, -1.744], [2.798, -4.605, -0.841], [1.813, -3.988, -1.190], [3.392, -4.406, 0.503], [4.471, -5.082, 0.887], [5.126, -6.063, -0.016], [6.109, -6.679, 0.329], [5.020, -6.984, -2.001], [2.995, -5.715, -2.718], [2.896, -3.689, 1.145], [4.921, -4.955, 1.863], [3.192, 0.825, 6.159], [2.233, 0.351, 6.949], [1.012, -0.277, 6.382], [0.139, -0.708, 7.108], [0.899, -0.359, 4.907], [1.858, 0.117, 4.118], [3.079, 0.744, 4.679], [3.956, 1.177, 3.961], [4.092, 1.286, 6.547], [2.292, 0.398, 8.030], [0.008, -0.828, 4.510], [1.788, 0.064, 3.040], [3.090, 3.606, -7.838], [3.799, 2.973, -6.908], [3.139, 2.337, -5.739], [3.788, 1.770, -4.885], [1.660, 2.430, -5.647], [0.953, 3.066, -6.578], [1.610, 3.702, -7.747], [0.967, 4.280, -8.596], [3.548, 4.078, -8.698], [4.878, 2.891, -6.952], [1.189, 1.961, -4.793], [-0.126, 3.147, -6.528], [-2.797, 7.045, 0.885], [-3.274, 5.918, 0.365], [-2.756, 4.598, 0.796], [-3.180, 3.565, 0.318], [-1.689, 4.576, 1.826], [-1.213, 5.703, 2.347], [-1.729, 7.027, 1.918], [-1.295, 8.054, 2.390], [-3.156, 8.021, 0.587], [-4.050, 5.905, -0.389], [-1.325, 3.599, 2.119], [-0.434, 5.713, 3.099], [3.567, 6.036, -1.091], [2.329, 5.810, -0.660], [1.351, 5.069, -1.493], [0.220, 4.857, -1.106], [1.802, 4.586, -2.822], [3.040, 4.809, -3.253], [4.021, 5.554, -2.422], [5.148, 5.760, -2.812], [4.299, 6.574, -0.503], [1.976, 6.150, 0.306], [1.069, 4.045, -3.410], [3.394, 4.465, -4.216], [-0.321, -3.903, 7.830], [-1.252, -3.177, 8.442], [-2.365, -3.825, 9.180], [-3.219, -3.170, 9.738], [-2.399, -5.310, 9.212], [-1.466, -6.034, 8.601], [-0.351, -5.386, 7.862], [0.500, -6.049, 7.309], [0.497, -3.451, 7.284], [-1.242, -2.097, 8.427], [-3.220, -5.759, 9.757], [-1.468, -7.116, 8.610], [-5.072, -2.969, -0.747], [-6.308, -3.356, -0.447], [-7.104, -4.191, -1.384], [-8.229, -4.541, -1.112], [-6.464, -4.578, -2.667], [-5.228, -4.190, -2.966], [-4.436, -3.356, -2.030], [-3.307, -3.008, -2.316], [-4.478, -2.365, -0.072], [-6.792, -3.088, 0.484], [-7.060, -5.187, -3.334], [-4.741, -4.458, -3.895]], "lowdin_spin": [0.001, 0.030, 0.018, 0.001, 0.001, 0.002, 0.000, 0.000, 0.000, 0.000, 0.001, 0.028, 0.008, 0.012, 0.377, 0.511, -0.001, 0.000, 0.000, 0.002, 0.003, 0.000, 0.000, 0.001, 0.000, 0.000, 0.000, 0.000, 0.000, 0.000, 0.000, 0.001, 0.000, 0.001, 0.001, 0.001, 0.000, 0.000, 0.000, 0.000, 0.000, 0.000, 0.000, 0.000, 0.000, 0.000, 0.000, 0.000, 0.000, 0.000, 0.000, 0.000, 0.000, 0.000, 0.000, 0.000, 0.000, 0.000, 0.000, 0.000, 0.000, 0.000, 0.000, 0.000, 0.002, 0.000, 0.000, 0.000, 0.000, 0.000, 0.000, 0.000, 0.000, 0.000, 0.000, 0.000, 0.000, 0.000, 0.000, 0.000, 0.000, 0.000, 0.000, 0.000, 0.000, 0.000, 0.000, 0.000, 0.000, 0.000, 0.000, 0.000, 0.000, 0.000, 0.000, 0.000, 0.000, 0.000, 0.000, 0.000, 0.000, 0.000, 0.000, 0.000, 0.000, 0.000, 0.000, 0.000, 0.000, 0.000, 0.000, 0.000, 0.000, 0.000, 0.000, 0.000, 0.000, 0.000, 0.000, 0.000], "homo_energy_ha": [-0.3302, -0.3507], "multiplicity": 2, "gap_ev": [7.0, 7.6]}

=====

{"formula": "C51H49ClF6IN3O5P2S2", "method": "ωB97M-V/def2-TZVPD", "species": ["C", "C", "F", "C", "C", "S", "C", "C", "N", "C", "C", "C", "P", "N", "O", "C", "O", "C", "C", "P", "N", "C", "C", "I", "C", "C", "C", "C", "C", "S", "O", "O", "Cl", "C", "C", "O", "H", "H", "H", "H", "H", "H", "H", "H", "H", "H", "H", "H", "H", "H", "H", "H", "H", "H", "H", "H", "H", "H", "H", "H", "F", "C", "C", "C", "C", "C", "C", "H", "H", "H", "H", "H", "F", "C", "C", "C", "C", "C", "C", "H", "H", "H", "H", "H", "F", "C", "C", "C", "C", "C", "C", "H", "H", "H", "H", "H", "F", "C", "C", "C", "C", "C", "C", "H", "H", "H", "H", "H", "F", "C", "C", "C", "C", "C", "C", "H", "H", "H", "H", "H"], "coordinates": [[-0.216, 6.517, 3.323], [-0.393, 5.510, 2.168], [-0.489, 6.206, 0.971], [0.679, 4.445, 2.172], [1.897, 4.533, 1.523], [2.312, 6.021, 0.594], [2.852, 3.540, 1.578], [4.200, 3.662, 0.905], [4.334, 2.773, -0.276], [2.581, 2.392, 2.307], [1.373, 2.291, 2.972], [0.439, 3.306, 2.914], [-1.181, 3.156, 3.848], [-0.784, 3.256, 5.512], [-1.778, 1.615, 3.544], [1.153, 1.027, 3.758], [0.595, 0.971, 4.837], [1.710, -0.221, 3.140], [1.051, -1.430, 3.224], [-0.570, -1.735, 4.025], [-0.495, -3.152, 4.736], [1.642, -2.528, 2.670], [2.846, -2.473, 2.039], [3.593, -4.296, 1.277], [3.518, -1.263, 1.924], [4.836, -1.200, 1.201], [4.630, -0.666, -0.273], [3.239, -0.973, -0.854], [3.235, -0.867, -2.398], [2.486, 0.654, -3.014], [2.041, 1.538, -1.992], [3.380, 1.251, -3.952], [0.827, 0.092, -4.120], [2.923, -0.148, 2.487], [3.553, 1.244, 2.436], [4.761, 1.363, 2.535], [0.246, 7.446, 2.985], [0.321, 6.050, 4.150], [-1.204, 6.765, 3.720], [-1.371, 5.059, 2.328], [2.347, 5.567, -0.678], [4.405, 4.677, 0.571], [4.979, 3.436, 1.630], [4.314, 3.367, -1.100], [5.283, 2.410, -0.278], [-1.297, 2.549, 6.030], [0.212, 3.126, 5.645], [-2.309, 1.734, 2.746], [-1.525, -1.833, 2.988], [-0.898, -0.765, 4.980], [-0.693, -3.057, 5.726], [1.134, -3.479, 2.754], [5.266, -2.194, 1.087], [5.582, -0.610, 1.724], [4.811, 0.403, -0.228], [5.368, -1.180, -0.896], [2.916, -1.990, -0.627], [2.530, -0.261, -0.425], [4.245, -0.917, -2.805], [2.651, -1.694, -2.805], [-0.609, -10.276, 6.470], [-0.487, -8.963, 6.180], [-1.361, -8.063, 6.756], [-1.230, -6.713, 6.460], [-0.239, -6.281, 5.588], [0.627, -7.203, 5.016], [0.508, -8.554, 5.315], [-2.132, -8.419, 7.427], [-1.905, -5.995, 6.910], [-0.140, -5.226, 5.355], [1.398, -6.870, 4.332], [1.179, -9.287, 4.885], [-0.157, -4.295, 1.130], [-1.395, -4.511, 0.636], [-1.902, -5.794, 0.628], [-3.176, -6.009, 0.124], [-3.918, -4.945, -0.371], [-3.389, -3.662, -0.359], [-2.119, -3.439, 0.153], [-1.304, -6.610, 1.013], [-3.590, -7.008, 0.119], [-4.910, -5.117, -0.768], [-3.964, -2.833, -0.749], [-1.690, -2.445, 0.179], [-5.622, 2.462, -6.211], [-4.312, 2.649, -5.963], [-3.768, 3.907, -6.132], [-2.418, 4.098, -5.870], [-1.631, 3.032, -5.456], [-2.196, 1.773, -5.298], [-3.546, 1.578, -5.547], [-4.397, 4.723, -6.463], [-1.980, 5.081, -5.991], [-0.578, 3.181, -5.257], [-1.579, 0.942, -4.981], [-4.006, 0.606, -5.422], [-0.204, -3.287, -4.664], [0.171, -3.366, -5.957], [0.128, -4.588, -6.596], [0.511, -4.665, -7.928], [0.939, -3.525, -8.596], [0.980, -2.305, -7.934], [0.588, -2.221, -6.606], [-0.201, -5.466, -6.056], [0.476, -5.615, -8.444], [1.241, -3.589, -9.633], [1.317, -1.417, -8.453], [0.605, -1.278, -6.072], [-6.129, 7.065, 0.350], [-5.093, 6.649, -0.404], [-5.341, 5.868, -1.515], [-4.272, 5.444, -2.292], [-2.974, 5.796, -1.943], [-2.743, 6.578, -0.818], [-3.810, 7.013, -0.044], [-6.358, 5.598, -1.765], [-4.451, 4.837, -3.169], [-2.142, 5.459, -2.549], [-1.739, 6.849, -0.546], [-3.652, 7.629, 0.832]], "mulliken_charge": [-1.382, -0.103, -0.264, -0.149, 0.667, -0.330, 0.083, -1.828, -0.311, 0.544, 0.393, 0.513, 0.072, -0.643, -0.442, -0.420, -0.571, 1.122, -0.158, 0.457, -0.673, -0.916, -0.356, 0.091, 0.601, -1.675, 0.207, 0.214, -1.116, 1.078, -0.443, -0.626, -0.266, 0.394, -0.460, -0.595, 0.408, 0.379, 0.371, 0.494, 0.169, 0.737, 0.321, 0.240, 0.264, 0.333, 0.356, 0.294, 0.021, 0.042, 0.183, 0.432, 0.462, 0.352, -0.688, 0.692, -0.031, 0.248, 0.356, 0.629, -0.324, 0.235, -0.385, -0.416, -0.020, -0.493, -0.425, 0.411, 0.367, 0.305, 0.428, 0.417, -0.036, 0.267, -0.561, -0.424, -0.520, -0.522, -0.272, 0.435, 0.384, 0.377, 0.374, 0.530, -0.331, 0.435, -0.548, -0.356, -0.478, 0.141, -0.673, 0.443, 0.406, 0.454, 0.097, 0.433, -0.249, 0.515, -0.523, -0.348, -0.481, -0.594, 0.118, 0.435, 0.364, 0.378, 0.380, 0.077, -0.320, 0.432, -0.622, -0.045, -0.712, -0.336, -0.572, 0.427, 0.361, 0.457, 0.482, 0.443], "homo_energy_ha": -0.3109, "gap_ev": 7.2, "smiles": "C[C@@H](F)c1c(S)c(CN)c2c(c1P(N)O)C(=O)c1c([PH2]=N)cc(I)c(CCCCS(=O)(=O)Cl)c1C2=O.Fc1ccccc1.Fc1ccccc1.Fc1ccccc1.Fc1ccccc1.Fc1ccccc1"}

=====

{"formula": "C51H50Cl2FN5O3OsSb2", "method": "ωB97M-V/def2-TZVPD", "species": ["Os", "C", "C", "N", "C", "C", "C", "O", "O", "C", "O", "C", "C", "C", "F", "C", "C", "C", "N", "C", "C", "N", "C", "C", "H", "H", "H", "H", "H", "H", "H", "H", "H", "H", "H", "H", "H", "H", "H", "H", "H", "H", "C", "C", "C", "Sb", "C", "C", "C", "C", "C", "C", "C", "C", "C", "C", "C", "C", "Sb", "C", "C", "C", "C", "C", "C", "C", "C", "C", "C", "C", "C", "H", "H", "H", "H", "H", "H", "H", "H", "H", "H", "H", "H", "H", "H", "H", "H", "H", "H", "H", "H", "H", "H", "H", "H", "H", "H", "Cl", "C", "C", "C", "C", "C", "Cl", "C", "N", "H", "H", "H", "C", "C", "N", "H", "H", "H"], "coordinates": [[0.050, -0.580, 0.003], [1.559, 4.437, 6.056], [0.692, 3.192, 6.109], [0.324, 2.702, 4.770], [1.011, 1.676, 4.244], [0.846, 1.183, 2.981], [1.707, 0.013, 2.608], [2.653, -0.277, 3.309], [1.368, -0.659, 1.546], [-0.060, 1.832, 2.103], [-0.205, 1.562, 0.893], [-0.854, 2.914, 2.687], [-1.850, 3.526, 1.924], [-2.614, 4.513, 2.466], [-3.621, 5.039, 1.735], [-2.417, 4.975, 3.778], [-1.427, 4.375, 4.532], [-0.653, 3.332, 4.006], [-3.194, 6.012, 4.348], [-3.837, 7.018, 3.528], [-3.926, 8.317, 4.306], [-4.653, 8.080, 5.613], [-4.019, 6.968, 6.418], [-3.952, 5.731, 5.549], [1.776, 4.783, 7.066], [1.072, 5.248, 5.512], [2.505, 4.221, 5.560], [-0.220, 3.350, 6.683], [1.221, 2.375, 6.596], [1.758, 1.215, 4.879], [-2.030, 3.183, 0.912], [-1.241, 4.747, 5.529], [-4.842, 6.709, 3.206], [-3.257, 7.213, 2.630], [-4.478, 9.080, 3.761], [-2.940, 8.693, 4.570], [-5.628, 7.838, 5.414], [-4.674, 8.942, 6.159], [-4.619, 6.824, 7.314], [-3.025, 7.320, 6.688], [-4.979, 5.419, 5.294], [-3.506, 4.918, 6.116], [-0.372, -1.093, -3.991], [-0.495, 0.325, -4.546], [0.259, 1.400, -3.758], [-0.899, 2.007, -2.048], [-2.250, 3.124, -3.250], [-3.591, 2.753, -3.309], [-4.471, 3.431, -4.147], [-4.015, 4.485, -4.923], [-2.678, 4.862, -4.869], [-1.797, 4.185, -4.038], [0.306, 3.601, -1.339], [1.626, 3.369, -0.956], [2.377, 4.368, -0.353], [1.809, 5.614, -0.115], [0.494, 5.855, -0.486], [-0.256, 4.852, -1.091], [-1.216, -1.549, -2.078], [-1.353, -3.630, -2.348], [-0.206, -4.343, -2.693], [-0.281, -5.708, -2.926], [-1.501, -6.364, -2.811], [-2.642, -5.657, -2.460], [-2.572, -4.288, -2.228], [-3.229, -0.974, -2.234], [-3.895, -0.458, -1.124], [-5.245, -0.143, -1.215], [-5.922, -0.322, -2.414], [-5.256, -0.824, -3.525], [-3.911, -1.161, -3.434], [0.680, -1.384, -3.924], [-0.854, -1.816, -4.651], [-1.552, 0.599, -4.637], [-0.112, 0.302, -5.571], [0.382, 2.298, -4.362], [1.253, 1.061, -3.456], [-3.957, 1.927, -2.711], [-5.510, 3.132, -4.193], [-4.699, 5.014, -5.574], [-2.320, 5.681, -5.481], [-0.756, 4.489, -4.008], [2.078, 2.395, -1.117], [3.403, 4.177, -0.067], [2.396, 6.396, 0.350], [0.053, 6.829, -0.316], [-1.280, 5.058, -1.382], [0.754, -3.846, -2.779], [0.609, -6.262, -3.195], [-1.561, -7.428, -2.997], [-3.591, -6.170, -2.368], [-3.469, -3.746, -1.954], [-3.369, -0.315, -0.186], [-5.768, 0.242, -0.348], [-6.973, -0.073, -2.485], [-5.785, -0.965, -4.458], [-3.409, -1.579, -4.299], [0.027, -3.629, 0.869], [-1.122, -3.205, 2.104], [-1.466, -4.140, 3.054], [-2.404, -3.806, 4.024], [-2.989, -2.543, 4.042], [-2.639, -1.619, 3.085], [-3.345, -0.029, 3.111], [-1.695, -1.907, 2.074], [-1.372, -0.985, 1.156], [-1.009, -5.119, 3.037], [-2.681, -4.535, 4.772], [-3.711, -2.279, 4.802], [4.372, -0.518, -1.726], [2.960, -0.470, -1.356], [1.858, -0.442, -1.049], [4.806, 0.475, -1.626], [4.477, -0.861, -2.753], [4.889, -1.202, -1.054]], "lowdin_spin": [2.288, 0.000, 0.000, 0.002, 0.001, 0.004, 0.013, 0.007, 0.091, 0.010, 0.091, 0.005, 0.001, 0.000, 0.000, 0.000, 0.000, 0.001, 0.000, 0.000, 0.000, 0.000, 0.000, 0.000, 0.000, 0.000, 0.000, 0.000, 0.000, 0.000, 0.001, 0.000, 0.000, 0.000, 0.000, 0.000, 0.000, 0.000, 0.000, 0.000, 0.000, 0.000, -0.004, 0.000, -0.004, 0.083, 0.040, 0.002, 0.000, -0.001, 0.002, 0.006, 0.009, 0.002, 0.000, 0.002, 0.000, 0.003, 0.034, 0.000, 0.000, 0.000, -0.001, 0.000, 0.000, 0.008, 0.003, 0.001, 0.000, 0.001, 0.001, 0.000, 0.000, 0.000, 0.000, 0.000, 0.000, 0.001, 0.000, 0.000, 0.000, 0.001, 0.000, 0.000, 0.000, 0.000, 0.000, 0.000, 0.000, 0.000, 0.000, 0.000, 0.002, 0.000, 0.000, 0.000, 0.000, 0.073, 0.113, -0.014, 0.120, -0.016, 0.103, 0.029, 0.064, 0.726, -0.002, 0.007, -0.003, 0.008, 0.048, 0.031, 0.002, 0.001, 0.002], "homo_energy_ha": [-0.4100, -0.4373], "total_charge": 2, "multiplicity": 5, "gap_ev": [6.6, 7.1]}

=====

Table of energy (Ha), in record order: -4100.0877 -5349.3717 -4063.7899
Table of F_max (hartree/bohr), in record order: 0.038 0.048 0.021